Computed, not measured: a molecular structure, C5H6ErO4 at a distorted geometry, with ωB97M-V/def2-TZVPD.

CARTESIAN COORDINATES (ANGSTROEM)
O 0.6034 1.6316 0.3602
O -0.9380 0.2636 -0.5043
C -2.0463 -0.3773 -0.0658
C -3.2783 0.0151 -0.3935
C 0.1423 0.4144 0.4081
H -1.8615 -1.2104 0.6216
H -0.1989 0.1606 1.4324
H -4.1294 -0.5804 -0.0698
H -3.4529 0.9253 -0.9685
Er 2.8176 2.4669 -0.3107
O 2.5811 0.2484 -1.5021
O 3.3452 0.3122 0.5533
C 2.5599 -0.2211 -0.3124
C 1.3777 -0.9590 0.1642
H 1.5312 -1.4261 1.1425
H 0.9467 -1.6636 -0.5553

DFT total energy   -1510.06365 a.u.
<S²>   6.00
2S+1   5
HOMO-LUMO gap (alpha / beta)   0.23479 / 0.26436 Eh
LUMO energy (alpha / beta)   -0.78 / -1.34 eV
E_HOMO (alpha / beta)   -7.17 / -8.54 eV